13
Properties=species:S:1:pos:R:3:forces:R:3:mulliken_charge:R:1 method="wB97M-V/def2-TZVPD" de_lowest_ev=4.9232 molar_mass_g_mol=98.1 e_lumo_ev=0.77 homo_lumo_gap_ev=10.71
C 1.8789 -0.6021 1.1211 0.47 0.86 -0.29 0.42
C -0.2100 0.0804 -1.1613 1.52 -1.42 -3.43 -0.54
C -0.8658 1.2545 -0.5964 -0.12 0.65 0.21 -0.46
C -1.0681 -0.0701 0.0392 0.84 0.35 -1.89 0.00
N 2.9687 -0.2699 0.8925 -0.61 -0.21 0.16 -0.45
N 0.6426 -0.9802 1.3691 -1.10 -0.26 0.05 -0.20
O -0.5140 -0.1602 1.2817 1.92 -0.53 1.87 -0.31
H -0.3501 -0.3415 -2.2353 -1.03 0.59 2.14 0.21
H 0.8670 0.0499 -1.1467 0.27 0.09 0.98 0.17
H -0.1587 1.7781 0.0262 -0.31 0.91 -0.14 0.26
H -1.6697 1.7460 -1.1075 -0.14 0.35 0.02 0.27
H -1.9621 -0.5705 -0.1275 -1.60 -0.95 0.16 0.41
H 0.4413 -1.9144 1.6451 -0.13 -0.42 0.14 0.23

13
Properties=species:S:1:pos:R:3:forces:R:3:mulliken_charge:R:1 method="wB97M-V/def2-TZVPD" de_lowest_ev=1.1418 molar_mass_g_mol=98.1 e_lumo_ev=0.76 homo_lumo_gap_ev=9.45
C 0.1882 1.6101 -1.0305 -0.03 0.07 -0.03 -1.15
C 0.0455 0.3065 -0.3103 -0.11 0.01 0.04 0.49
C -0.7375 -0.7672 -0.5798 0.15 0.12 0.13 -0.49
C -0.6024 -1.6856 0.5460 -0.02 -0.04 0.12 0.41
O -1.2773 -2.6231 0.9252 0.30 0.13 -0.32 -0.63
N 0.5035 -1.1916 1.2959 -0.29 0.11 0.16 -0.30
N 0.7046 0.1468 0.8971 -0.05 0.12 -0.16 -0.18
H 1.0405 1.6342 -1.7205 -0.14 -0.12 0.16 0.27
H 0.3179 2.4130 -0.2962 -0.01 -0.10 -0.17 0.34
H -0.7210 1.8166 -1.6025 0.20 -0.05 0.06 0.30
H -1.4324 -0.8937 -1.3986 0.09 0.09 0.19 0.39
H 0.3162 -1.2727 2.2902 0.18 0.02 -0.05 0.28
H 1.6540 0.5068 0.9840 -0.27 -0.37 -0.14 0.27

13
Properties=species:S:1:pos:R:3:forces:R:3:mulliken_charge:R:1 method="wB97M-V/def2-TZVPD" de_lowest_ev=1.0092 molar_mass_g_mol=98.1 e_lumo_ev=0.81 homo_lumo_gap_ev=8.26
N -1.8605 0.8823 0.1335 -0.05 0.03 -0.20 -0.59
C -0.5263 0.4253 0.0545 0.17 -0.20 -0.07 0.68
C -0.1299 -0.8702 -0.1536 0.12 0.31 0.10 -0.13
O -0.8721 -2.0006 -0.3696 -0.02 -0.03 0.22 -0.55
N 1.2461 -0.9293 -0.0871 -0.05 -0.05 -0.10 0.01
C 1.7337 0.3292 0.1407 0.01 0.07 0.06 -0.68
C 0.6659 1.1862 0.2527 0.04 -0.01 0.01 -0.56
H -2.4681 0.3281 -0.4653 0.12 0.16 0.18 0.25
H -1.9319 1.8573 -0.1412 -0.02 -0.24 0.06 0.26
H -1.1094 -2.3618 0.4975 -0.05 0.00 -0.26 0.34
H 1.7798 -1.7306 -0.3840 -0.06 0.13 0.13 0.22
H 2.7967 0.5116 0.2297 -0.23 -0.02 -0.07 0.40
H 0.7178 2.2440 0.4772 0.01 -0.16 -0.05 0.35

13
Properties=species:S:1:pos:R:3:forces:R:3:mulliken_charge:R:1 method="wB97M-V/def2-TZVPD" de_lowest_ev=3.7899 molar_mass_g_mol=98.1 e_lumo_ev=0.82 homo_lumo_gap_ev=8.55
N 1.2705 -1.1241 1.4352 1.23 0.39 0.10 -0.45
C 0.5349 -0.5253 0.3749 0.30 0.05 0.63 0.15
C -0.7336 -0.9834 0.3628 1.12 0.05 0.43 -0.47
C -1.4529 -0.0268 -0.5055 -0.01 -0.17 0.37 -0.65
C -0.5292 0.9357 -0.8632 -0.08 -0.46 0.23 0.34
O -0.5781 2.0264 -1.6805 -0.26 -0.32 0.04 -0.51
N 0.6882 0.6931 -0.2771 0.14 -0.17 -0.32 -0.15
H 2.0620 -1.7070 1.2354 0.44 0.23 -0.07 0.23
H 1.3273 -0.6007 2.2962 0.30 0.04 -0.06 0.23
H -0.2212 -1.7219 1.3161 -3.44 0.44 -1.77 0.37
H -2.4942 0.0022 -0.8230 0.31 -0.16 0.21 0.31
H -1.4116 2.0008 -2.1637 0.06 0.05 0.02 0.34
H 1.5380 1.0310 -0.7075 -0.11 0.03 0.19 0.27

13
Properties=species:S:1:pos:R:3:forces:R:3:mulliken_charge:R:1 method="wB97M-V/def2-TZVPD" de_lowest_ev=4.5758 molar_mass_g_mol=98.1 e_lumo_ev=0.51 homo_lumo_gap_ev=8.03
N 0.7256 -2.0188 -0.2306 0.05 -0.18 -0.13 -0.58
C 0.2304 -0.7065 -0.3107 0.00 0.13 0.98 0.01
C -1.0903 -0.1473 -0.5895 0.23 -0.21 -0.57 -0.21
C -1.2783 1.1328 0.1648 0.66 0.18 -0.26 -1.12
C 0.0048 1.3165 0.5866 -0.32 0.21 -0.09 0.59
O 0.5515 2.3946 1.2048 -0.08 0.13 0.26 -0.50
N 0.8803 0.2726 0.3070 -0.03 -0.25 0.14 0.02
H 0.6406 -2.5619 -1.0797 -0.08 0.13 -0.12 0.28
H 0.1538 -2.4778 0.4798 0.26 -0.17 -0.13 0.28
H -1.9292 -0.7888 -0.8927 0.56 0.25 -0.03 0.39
H -0.5330 0.3714 -1.4638 -1.38 -0.36 -0.23 0.23
H -0.2275 2.9603 1.3100 0.24 0.25 0.08 0.36
H 1.8711 0.2528 0.5139 -0.10 -0.10 0.12 0.25

13
Properties=species:S:1:pos:R:3:forces:R:3:mulliken_charge:R:1 method="wB97M-V/def2-TZVPD" de_lowest_ev=4.5863 molar_mass_g_mol=98.1 e_lumo_ev=1.11 homo_lumo_gap_ev=9.83
C 2.1661 -1.0117 0.5379 0.38 -0.18 -0.01 -0.54
O 1.1317 -0.2111 1.1218 -0.15 0.14 -0.24 -0.26
C 0.3212 0.2224 0.1673 -0.18 0.14 0.41 -0.48
C -1.5731 0.2101 -1.5189 -0.33 -0.21 0.13 -0.14
N -2.4189 -0.3265 -0.7572 0.19 0.22 -0.35 -0.50
C -1.7882 0.9771 -0.3265 -0.08 0.30 0.08 0.07
N -0.7326 0.8865 0.6496 0.16 -0.34 -0.20 0.06
H 1.7568 -1.5748 -0.3075 0.14 0.10 0.26 0.33
H 2.5251 -1.6891 1.3125 0.02 0.09 -0.05 0.23
H 2.9738 -0.3658 0.1800 -0.07 -0.13 0.12 0.24
H -1.0021 0.0182 -2.4184 -0.29 0.07 0.04 0.33
H -2.4231 1.8579 -0.2827 0.15 -0.11 0.04 0.44
H -0.9365 1.0069 1.6422 0.07 -0.10 -0.23 0.24

13
Properties=species:S:1:pos:R:3:forces:R:3:mulliken_charge:R:1 method="wB97M-V/def2-TZVPD" de_lowest_ev=5.7925 molar_mass_g_mol=98.1 e_lumo_ev="0.62 / 0.62" homo_lumo_gap_ev="8.61 / 8.61"
C -1.9147 -0.1169 0.2285 -0.04 -0.03 -0.01 -1.05
C -0.5456 0.1092 -0.3601 -0.34 -0.19 -0.24 0.64
N -0.2646 -0.5909 -1.5167 0.12 0.16 0.32 -0.20
O 0.9111 -0.6371 -1.9008 -0.06 0.03 0.00 -0.50
C 1.1731 0.3533 0.3643 0.03 0.20 0.02 0.23
N 2.1625 -0.4800 0.5653 -0.17 0.10 -0.03 -0.42
C 0.2822 1.2350 0.1076 0.37 -0.21 0.09 -0.46
H -2.3873 -0.9816 -0.2462 0.09 0.12 0.08 0.36
H -1.8720 -0.2924 1.3090 0.04 0.00 -0.15 0.28
H -2.5613 0.7571 0.0657 0.11 -0.11 0.06 0.24
H 2.5274 -0.6758 1.4861 -0.16 0.00 -0.12 0.24
H 2.3968 -1.0916 -0.2123 -0.05 0.09 0.05 0.25
H 0.0963 2.2988 0.2062 0.05 -0.14 -0.07 0.39

13
Properties=species:S:1:pos:R:3:forces:R:3:mulliken_charge:R:1 method="wB97M-V/def2-TZVPD" de_lowest_ev=0.8378 molar_mass_g_mol=98.1 e_lumo_ev=0.87 homo_lumo_gap_ev=10.01
C 0.3107 0.4399 -0.1194 -0.15 -0.24 0.07 0.60
C -1.4332 -1.0678 0.2518 -0.05 -0.13 0.04 0.26
C 0.0864 -0.9797 0.3182 -0.14 0.18 -0.07 -0.22
C 1.6400 1.0788 -0.2440 -0.05 0.09 -0.05 -1.12
N -0.7863 1.0425 -0.3772 0.57 0.62 -0.16 -0.68
N -1.8204 0.1744 -0.1649 -0.37 -0.19 0.04 0.11
O -2.1621 -1.9946 0.4998 -0.09 -0.27 0.08 -0.62
H 0.5504 -1.7088 -0.3466 -0.02 -0.04 -0.01 0.27
H 0.4452 -1.1750 1.3291 -0.02 -0.03 0.02 0.27
H 2.2479 0.5440 -0.9733 0.08 -0.01 -0.03 0.29
H 2.1628 1.0508 0.7111 0.09 0.02 0.05 0.29
H 1.5238 2.1098 -0.5628 0.04 0.09 -0.02 0.34
H -2.7653 0.4859 -0.3218 0.12 -0.11 0.04 0.21

13
Properties=species:S:1:pos:R:3:forces:R:3:mulliken_charge:R:1 method="wB97M-V/def2-TZVPD" de_lowest_ev=2.1574 molar_mass_g_mol=98.1 e_lumo_ev=0.56 homo_lumo_gap_ev=8.42
C 0.4607 0.2905 -0.0935 0.18 -1.09 2.33 -0.16
C 1.3915 -0.4415 -1.0200 -0.15 0.04 0.04 -1.22
N -0.8493 0.4803 -0.5362 -1.04 0.41 -0.37 -0.11
C -0.2000 -0.2760 1.8010 2.62 0.53 -2.56 0.57
C -1.8207 0.3346 0.3695 1.66 -0.93 0.68 -0.02
N -1.4559 -0.0072 1.5982 -2.53 0.35 -0.01 -0.56
O 0.5955 -0.4575 2.6572 -0.62 -0.05 0.13 -0.46
H -1.0731 0.5071 -1.5216 -0.10 0.09 0.09 0.26
H 0.8816 1.1409 0.4342 0.04 0.35 -0.40 0.31
H -2.8559 0.3364 0.0730 -0.11 0.28 -0.01 0.39
H 0.9642 -1.3899 -1.3521 -0.01 0.01 0.03 0.33
H 1.6410 0.1458 -1.9127 0.04 -0.01 0.04 0.33
H 2.3204 -0.6634 -0.4969 0.02 0.02 -0.01 0.33

13
Properties=species:S:1:pos:R:3:forces:R:3:mulliken_charge:R:1 method="wB97M-V/def2-TZVPD" de_lowest_ev=2.3802 molar_mass_g_mol=98.1 e_lumo_ev=0.80 homo_lumo_gap_ev=9.64
C 1.9709 0.4034 0.1102 0.05 0.01 -0.01 -1.03
C 0.5265 0.0450 -0.0217 0.00 -0.10 0.03 0.64
C -0.0347 -1.2273 -0.1665 0.39 0.03 -0.16 -0.53
N -1.4852 -1.0462 -0.2984 -0.11 0.28 -0.06 -0.54
C -1.5838 0.2807 -0.1507 0.07 -0.17 -0.01 0.57
O -2.7918 0.8599 -0.1255 0.05 0.19 0.03 -0.48
N -0.4495 0.9710 -0.0113 -0.06 -0.26 -0.03 -0.60
H 2.1444 0.9795 1.0240 -0.05 -0.08 -0.11 0.29
H 2.2850 1.0259 -0.7333 -0.05 -0.07 0.09 0.27
H 2.6019 -0.4891 0.1349 -0.12 0.11 -0.01 0.30
H 0.4088 -2.1629 -0.4799 -0.03 0.15 0.06 0.40
H -0.8977 -1.4765 0.7294 -0.09 0.02 0.17 0.35
H -2.6391 1.8080 -0.0060 -0.06 -0.11 -0.01 0.36

13
Properties=species:S:1:pos:R:3:forces:R:3:mulliken_charge:R:1 method="wB97M-V/def2-TZVPD" de_lowest_ev=6.0555 molar_mass_g_mol=98.1 e_lumo_ev=0.88 homo_lumo_gap_ev=9.19
C 0.8717 -2.1229 0.1528 -0.05 -0.09 -0.08 -0.52
O 1.2772 -1.0208 0.9876 0.27 -0.08 -0.06 -0.12
C 0.3283 0.2843 0.7928 -0.14 -0.26 0.28 0.74
N 0.0544 -0.4709 1.7724 -0.08 0.47 -0.39 -0.51
N -2.0252 1.5644 -0.0448 0.17 0.18 -0.25 -0.64
C -0.9120 1.7886 -0.6326 -0.04 -0.06 0.10 0.09
C 0.3308 1.1501 -0.2305 0.00 -0.02 0.08 -0.75
H 1.7938 -2.5120 -0.2825 -0.12 0.04 0.04 0.23
H 0.3828 -2.8657 0.7853 0.06 0.09 -0.09 0.25
H 0.1972 -1.7654 -0.6297 0.08 -0.06 0.10 0.31
H -2.7708 2.0948 -0.4933 0.05 -0.08 0.08 0.23
H -0.8061 2.4720 -1.4861 -0.08 -0.08 0.11 0.36
H 1.2779 1.4035 -0.6913 -0.12 -0.05 0.07 0.33

13
Properties=species:S:1:pos:R:3:forces:R:3:mulliken_charge:R:1 method="wB97M-V/def2-TZVPD" de_lowest_ev=6.0417 molar_mass_g_mol=98.1 e_lumo_ev=-0.20 homo_lumo_gap_ev=8.11
C 2.3228 0.4313 -0.3411 0.03 0.16 -0.17 -0.60
O 1.4471 -0.5706 0.1933 -0.33 -0.18 -0.39 -0.32
C 0.1436 -0.4099 0.0755 -0.47 -0.31 -0.60 0.96
C -0.8018 -1.4074 0.5512 -0.33 -0.43 -2.24 -1.09
N -1.9445 -0.5236 0.6556 -0.76 0.56 -0.39 -0.01
C -1.7073 0.5893 -0.0228 0.25 1.63 1.39 -0.16
N -0.4360 0.7118 -0.4118 -0.43 0.66 0.68 -0.54
H 2.0393 0.6718 -1.3664 0.05 0.02 0.07 0.31
H 3.3290 0.0058 -0.3132 -0.28 0.01 0.02 0.23
H 2.2940 1.3413 0.2671 -0.12 -0.19 -0.08 0.28
H -1.4515 -1.1815 -0.8087 2.89 -3.16 2.19 0.28
H -2.7944 -0.9352 1.0205 -0.13 0.63 -0.40 0.23
H -2.4777 1.2788 -0.2655 -0.37 0.61 -0.08 0.42

For reference, largest force on an atom by record: 4.0; 0.5; 0.3; 3.9; 1.4; 0.5; 0.5; 0.9; 3.7; 0.4; 0.6; 4.8 eV/A.